No. 1
A single C22H22N2O3S molecule. Source: the OMol25 dataset; level of theory: ωB97M-V with the def2-TZVPD basis set.

XYZ file:
```
50
Properties=species:S:1:pos:R:3
C -4.4160 0.5026 2.0575
N -4.6689 0.2641 0.6553
C -5.8769 -0.3251 0.2518
C -6.9945 -0.3618 1.0818
C -8.1532 -0.9906 0.6619
C -8.2201 -1.5800 -0.5877
C -7.1117 -1.5408 -1.4173
C -5.9441 -0.9295 -1.0015
S -3.9140 1.4269 -0.3019
O -4.3958 1.3490 -1.6458
O -3.9620 2.6985 0.3617
C -2.2197 0.8350 -0.2625
C -1.1984 1.7211 0.0192
C 0.1128 1.2752 0.0100
C 0.3902 -0.0584 -0.2764
C 1.7859 -0.6061 -0.2717
O 2.0407 -1.7186 0.1424
N 2.7167 0.2273 -0.7880
C 4.1220 -0.0999 -0.8206
C 4.9272 0.7536 0.1708
C 6.3746 0.3536 0.1360
C 7.2832 1.0387 -0.6591
C 8.6088 0.6449 -0.7136
C 9.0401 -0.4432 0.0249
C 8.1399 -1.1352 0.8176
C 6.8157 -0.7397 0.8710
C -0.6546 -0.9435 -0.5312
C -1.9627 -0.4951 -0.5354
H -3.3476 0.6874 2.1676
H -4.9550 1.3757 2.4360
H -4.6865 -0.3831 2.6304
H -6.9671 0.1048 2.0539
H -9.0115 -1.0110 1.3175
H -9.1280 -2.0648 -0.9130
H -7.1518 -1.9983 -2.3946
H -5.0878 -0.8940 -1.6539
H -1.4501 2.7449 0.2473
H 0.9098 1.9622 0.2553
H 2.4388 1.1332 -1.1293
H 4.2055 -1.1558 -0.5541
H 4.5095 0.0438 -1.8342
H 4.5191 0.6017 1.1720
H 4.8219 1.8090 -0.0917
H 6.9525 1.8909 -1.2365
H 9.3063 1.1891 -1.3335
H 10.0745 -0.7505 -0.0163
H 8.4711 -1.9849 1.3962
H 6.1150 -1.2808 1.4904
H -0.4189 -1.9793 -0.7223
H -2.7851 -1.1631 -0.7365
```

## Properties
- HOMO level: -8.679 eV
- Energy above the lowest of the compared OMol25 structures with the same formula, charge and spin: 18.40 kcal per mole
- SMILES string: CN(c1ccccc1)S(=O)(=O)c1ccc(C(=O)NCCc2ccccc2)cc1
- DFT total energy: -43129.16772 eV
- HOMO-LUMO gap: 8.8 eV
- Molar mass: 394.50 g/mol


No. 2
2 unconnected molecules or ions with the total composition C16H15BNO5PS. Source: the OMol25 dataset; level of theory: ωB97M-V with the def2-TZVPD basis set.

XYZ file:
```
40
Properties=species:S:1:pos:R:3
O 3.7548 -0.0216 3.1668
C 2.7309 -0.6126 2.8945
C 2.2122 -0.6621 1.5005
C 2.9301 -0.0352 0.4893
C 2.4800 -0.0954 -0.8175
C 1.3120 -0.7832 -1.1249
C 0.5869 -1.3998 -0.1211
C 1.0283 -1.3380 1.1946
C 0.2199 -1.9920 2.2604
O -0.8353 -2.5354 2.0077
C 0.7499 -1.9621 3.6551
C 0.0334 -2.5948 4.6633
C 0.5215 -2.6008 5.9585
C 1.7281 -1.9749 6.2529
C 2.4404 -1.3338 5.2542
C 1.9533 -1.3213 3.9534
H 3.8387 0.4954 0.7374
H 3.0392 0.3959 -1.6023
H 0.9649 -0.8323 -2.1467
H -0.3262 -1.9322 -0.3479
H -0.9014 -3.0811 4.4219
H -0.0365 -3.0963 6.7420
H 2.1114 -1.9871 7.2647
H 3.3775 -0.8408 5.4723
N -0.2872 1.8138 -1.9162
P -0.6852 1.9223 -3.4067
O 0.1768 3.0328 -4.2165
O -0.3570 0.5616 -4.2095
B -2.5514 2.3362 -3.5439
S -3.1069 4.0654 -3.4248
C -3.6283 1.1898 -3.7039
C -4.6863 1.6722 -4.6622
O -4.5460 1.6235 -5.8611
H -1.0819 2.0198 -1.3183
H -0.2117 3.2025 -5.0873
H 0.0477 0.7165 -5.0731
H -2.2087 4.6395 -4.2336
H -3.1167 0.3212 -4.1261
H -4.0758 0.9257 -2.7405
H -5.5957 2.0988 -4.2050
```

## Properties
- HOMO level: -9.291 eV
- SMILES string: O=C1c2ccccc2C(=O)c2ccccc21.N=P(O)(O)B(S)CC=O
- DFT total energy: -49365.05787 eV
- HOMO-LUMO gap: 8.5 eV
- Molar mass: 375.15 g/mol


No. 3
3 unconnected molecules or ions with the total composition C5H16N2O3. Source: the OMol25 dataset; level of theory: ωB97M-V with the def2-TZVPD basis set.

XYZ file:
```
26
Properties=species:S:1:pos:R:3
O 3.3232 0.9901 0.2220
C 2.7621 0.4811 -0.7062
C 1.2356 0.4207 -0.7488
C 0.8959 -1.0952 -0.7015
C -0.5863 -1.4669 -0.8908
C -1.5148 -2.9887 0.7556
N -1.2982 -1.8037 0.3679
N 0.7636 1.1785 0.4309
H 3.3343 -0.1535 -1.4021
H 0.7816 0.8685 -1.6282
H 1.4948 -1.5169 -1.4763
H 1.1939 -1.4747 0.2801
H -0.6492 -2.3101 -1.5792
H -1.1877 -0.7187 -1.4099
H -1.9933 -3.1136 1.7010
H -1.2099 -3.8643 0.2254
H -1.7563 -1.0075 0.8037
H -0.1120 0.8482 0.8358
H 0.5758 2.1599 0.1949
H 1.5370 1.2336 1.1170
H -1.2298 1.4011 3.3141
H -2.0811 1.5564 2.0412
O -1.4101 0.9955 2.4545
H -0.5306 3.7479 -1.1183
H -1.5145 2.7974 -1.8763
O -0.8238 2.8351 -1.2064
```

## Properties
- HOMO level: -17.700 eV
- Energy above the lowest of the compared OMol25 structures with the same formula, charge and spin: 27.61 kcal per mole
- Total charge: +2
- DFT total energy: -14550.29803 eV
- HOMO-LUMO gap: 9.4 eV
- Molar mass: 152.19 g/mol


No. 4
2 unconnected molecules or ions with the total composition C16H25N7O6. Source: the OMol25 dataset; level of theory: ωB97M-V with the def2-TZVPD basis set.

XYZ file:
```
54
Properties=species:S:1:pos:R:3
C 2.6477 2.2638 -1.7407
N 1.9243 2.2653 -0.4710
C 2.3566 2.2337 0.7994
O 1.4880 2.2660 1.6660
C 3.8417 2.1981 1.2450
N 4.8751 2.3505 0.2036
C 5.4325 1.3407 -0.4596
C 6.5292 1.6928 -1.4359
O 5.0858 0.1766 -0.3194
C 4.0752 3.2429 2.3526
C 5.4659 3.1430 2.9838
O 3.9441 4.5420 1.8191
H 1.9399 2.3932 -2.5610
H 3.1592 1.3091 -1.8785
H 3.3636 3.0858 -1.7745
H 0.9178 2.2650 -0.5430
H 3.9778 1.2185 1.7039
H 5.2198 3.2850 0.0444
H 6.8710 0.7816 -1.9250
H 6.1439 2.3849 -2.1812
H 7.3575 2.1481 -0.8971
H 3.3381 3.1075 3.1448
H 5.5372 3.8535 3.8071
H 6.2394 3.3747 2.2522
H 5.6212 2.1361 3.3708
H 3.0053 4.7512 1.8042
N -1.7235 1.3878 2.0516
C -2.2719 0.1647 1.9012
N -2.5347 -0.4254 3.0454
C -3.0340 -1.6625 2.9722
N -3.2513 -2.3282 1.8334
C -2.9628 -1.6836 0.7082
C -2.4561 -0.4148 0.6581
N -2.2380 -0.0275 -0.6740
C -2.6276 -1.0633 -1.3890
N -3.0758 -2.1094 -0.5911
C -3.4787 -3.4626 -1.0060
C -4.9858 -3.6905 -0.7863
C -5.8359 -3.4137 -2.0384
O -7.1707 -3.1161 -1.5837
C -5.8430 -4.6029 -3.0326
O -4.8057 -5.1992 -3.2744
O -7.0299 -4.9243 -3.6080
H -1.3786 1.5150 2.9941
H -1.0960 1.6294 1.2940
H -3.2702 -2.1678 3.9044
H -2.5920 -1.0966 -2.4738
H -3.1972 -3.6414 -2.0481
H -2.9214 -4.1845 -0.3983
H -5.3317 -3.0563 0.0370
H -5.1468 -4.7275 -0.4743
H -5.4459 -2.5360 -2.5629
H -7.8112 -3.2767 -2.3034
H -6.8417 -5.6961 -4.1655
```

## Properties
- HOMO level: -8.336 eV
- Energy above the lowest of the compared OMol25 structures with the same formula, charge and spin: 0.00 kcal per mole
- SMILES string: CNC(=O)[C@@H](NC(C)=O)[C@@H](C)O.Nc1ncnc2c1ncn2CC[C@H](O)C(=O)O
- DFT total energy: -39715.24887 eV
- HOMO-LUMO gap: 8.8 eV
- Molar mass: 411.42 g/mol


No. 5
6 unconnected molecules or ions with the total composition C31H31N5O2. Source: the OMol25 dataset; level of theory: ωB97M-V with the def2-TZVPD basis set.

XYZ file:
```
69
Properties=species:S:1:pos:R:3
O 0.1266 2.6933 -4.9061
C -0.9204 1.7849 -5.1673
C -0.8430 0.4729 -4.6941
C -1.9126 -0.5530 -4.9486
C -3.0923 -0.0013 -5.4968
O -4.1787 -0.8035 -5.6995
C -3.2370 1.3608 -5.9305
C -2.0251 2.1934 -5.7943
H 0.0570 3.3630 -5.4824
H 0.0580 -0.0073 -4.1026
H -2.2251 -1.5850 -4.6927
H -5.0145 -0.6113 -5.1273
H -4.1259 1.7635 -6.4289
H -2.1366 3.2419 -5.9073
C -3.9727 0.7215 2.2611
C -3.5707 0.3884 3.5760
C -2.8317 -0.7509 3.8266
N -2.5400 -1.6300 2.8398
C -2.8122 -1.2097 1.5693
C -3.6053 -0.1237 1.1246
H -4.6316 1.5146 1.9219
H -3.8159 1.0844 4.5492
H -2.5332 -0.8089 4.8664
H -2.2554 -1.8480 0.8939
H -3.8248 0.3098 0.1203
C 0.1234 -1.5372 -0.0230
C -0.0982 -2.8681 -0.4010
C -0.9733 -3.2832 -1.3967
N -1.8111 -2.3601 -1.9880
C -1.6258 -1.0520 -1.7030
C -0.7018 -0.5936 -0.7234
H 0.9323 -1.2635 0.6789
H 0.3304 -3.6226 0.1316
H -1.0608 -4.3558 -1.8502
H -2.0175 -0.3869 -2.2810
H -0.5595 0.4332 -0.2720
C 4.6251 1.0219 -2.5612
C 5.5874 1.0275 -1.4364
C 5.0487 1.1248 -0.1075
N 3.7599 1.4370 0.1364
C 2.8908 1.4155 -0.9482
C 3.3002 1.2809 -2.2944
H 5.0196 0.7501 -3.4391
H 6.5369 0.6511 -1.6471
H 5.7580 0.9499 0.7322
H 1.7768 1.7346 -0.6705
H 2.7402 1.4942 -2.9832
C 1.3477 -3.9758 4.1447
C 2.1143 -3.6015 3.0129
C 2.9028 -2.4147 3.2169
N 2.9348 -1.6449 4.3262
C 2.0845 -2.0201 5.2690
C 1.3017 -3.2000 5.3072
H 0.8648 -4.8368 4.0200
H 2.1157 -4.0838 2.1068
H 3.6068 -2.2036 2.5697
H 2.1088 -1.1053 5.9575
H 0.4812 -3.3001 6.1312
C -0.7363 2.6627 1.9645
C -0.1304 3.8147 2.2392
C 1.1483 3.8000 2.8551
N 1.8862 2.6941 2.9673
C 1.3224 1.4793 2.7528
C -0.1014 1.4400 2.2015
H -1.6828 2.7359 1.4320
H -0.6067 4.9046 1.9354
H 1.5372 4.7052 3.1107
H 2.1683 0.6092 2.6656
H -0.3867 0.5839 1.6900
```

## Properties
- HOMO level: -8.730 eV
- Energy above the lowest of the compared OMol25 structures with the same formula, charge and spin: 157.36 kcal per mole
- SMILES string: Oc1ccc(O)cc1.c1ccncc1.c1ccncc1.c1ccncc1.c1ccncc1.c1ccncc1
- DFT total energy: -44185.36070 eV
- HOMO-LUMO gap: 9.2 eV
- Molar mass: 505.62 g/mol


No. 6
A molecular structure, C22H26FN10OsS2Sb. Source: the OMol25 dataset; level of theory: ωB97M-V with the def2-TZVPD basis set.

XYZ file:
```
63
Properties=species:S:1:pos:R:3
Os 0.3858 0.6172 -0.4448
S 0.7250 3.2488 -0.4162
C -0.9371 2.9915 -0.3745
N -1.3778 1.7685 -0.6265
C -2.7975 1.6901 -0.6778
C -3.4140 0.2995 -0.5637
C -4.7577 0.3129 0.0876
C -5.2550 1.4164 0.6502
C -4.5305 2.6934 0.7230
C -3.3555 2.8178 0.1108
S -2.1824 4.1309 0.1132
H -2.7496 -0.4780 -0.1899
H -5.3152 -0.6150 0.0963
H -6.2315 1.3778 1.1162
H -4.9603 3.5026 1.2984
N -0.7441 0.5538 -4.1520
C 0.2913 -0.2202 -3.6716
N 1.0467 -0.9644 -4.4531
N 1.9795 -1.4875 -3.6403
N 1.7875 -1.1037 -2.4398
N 0.7058 -0.2650 -2.3932
C -1.8733 0.7140 -3.3502
N -2.4477 -0.3158 -2.7175
N -3.4863 0.2521 -2.0578
N -3.3337 1.6953 -2.1677
N -2.3563 1.9184 -3.0870
H -0.8895 0.4600 -5.1458
F -3.1318 -3.5504 3.4646
C -2.3562 -2.5328 3.0385
C -0.9988 -2.7407 2.8962
C -0.2107 -1.6905 2.4516
C -0.7581 -0.4443 2.1482
C 0.0809 0.6908 1.6549
C -2.1308 -0.2747 2.3328
C -2.9408 -1.3110 2.7722
H -0.5763 -3.7086 3.1306
H 0.8579 -1.8477 2.3463
H 1.0296 0.7445 2.1860
H -0.4319 1.6363 1.8534
H -2.5742 0.6986 2.1457
H -4.0047 -1.1783 2.9186
C 4.0570 1.2837 -1.9396
C 4.3056 -0.0241 -1.1973
Sb 2.6961 -0.5629 0.0851
C 3.5423 0.0721 1.9488
C 3.7662 1.5813 1.9853
C 2.8448 -2.6797 0.3179
C 1.6728 -3.4904 -0.2229
H 4.8856 1.5104 -2.6127
H 3.9439 2.1274 -1.2556
H 3.1493 1.2258 -2.5426
H 5.2032 0.0233 -0.5773
H 4.4136 -0.8535 -1.8960
H 4.4835 -0.4720 2.0587
H 2.8921 -0.2537 2.7640
H 4.4546 1.8998 1.1994
H 4.1910 1.8992 2.9390
H 2.8325 2.1299 1.8398
H 2.9852 -2.8472 1.3888
H 3.7789 -2.9617 -0.1719
H 0.7289 -3.1869 0.2324
H 1.8178 -4.5518 -0.0109
H 1.5746 -3.3717 -1.2982
```

## Properties
- HOMO level (spin up / spin down): -7.819 / -8.834 eV
- Energy above the lowest of the compared OMol25 structures with the same formula, charge and spin: 80.63 kcal per mole
- DFT total energy: -71523.18629 eV
- HOMO-LUMO gap (spin up / spin down): 7.3 / 7.4 eV
- Molar mass: 825.64 g/mol
- Multiplicity: 5